(1)
14
Properties=species:S:1:pos:R:3:forces:R:3 method="wB97M-V/def2-TZVPD" homo_energy_ev=-8.224
O 1.537036 1.534144 0.759372 -0.614 0.203 -1.059
C 1.570209 0.273854 0.528963 -0.814 -0.870 0.428
O 1.569376 -0.089758 -0.947621 -0.121 0.272 -0.534
Cu 0.345108 1.860720 -1.073030 0.628 -0.641 1.290
H 2.403356 -0.306646 0.984017 -0.235 0.252 -0.078
O -3.293223 1.136089 0.259478 -0.277 0.443 0.071
C -2.049337 0.728921 0.364646 1.457 -1.377 -0.233
C -1.050454 0.039149 0.511541 -1.041 1.110 -0.312
C 0.187906 -0.702935 0.606398 1.166 0.301 0.363
C 0.712517 -1.226254 -0.733022 -0.103 -0.153 -0.028
H -3.425350 1.657927 -0.542557 0.058 -0.049 0.137
H 0.206964 -1.402872 1.451792 -0.170 0.215 -0.244
H 1.301353 -2.150518 -0.623965 -0.130 0.255 -0.028
H -0.015460 -1.351825 -1.546016 0.196 0.039 0.226


(2)
15
Properties=species:S:1:pos:R:3:forces:R:3 method="wB97M-V/def2-TZVPD" multiplicity=7 total_charge=-1 homo_energy_ev="-2.187 / -2.186"
O -0.221765 2.021840 -0.222775 2.836 0.855 1.243
C -0.972365 1.070990 -0.888688 -0.972 -0.415 -0.699
C -0.802184 -0.352679 -0.342851 0.521 -0.875 0.184
O 0.245506 -0.976737 -0.608028 -0.517 0.805 0.127
C 2.879182 -0.117190 0.216896 0.810 1.409 1.189
O 2.550417 -0.049900 1.436739 -0.371 0.557 -0.732
O 3.602926 -1.202200 -0.123308 -0.661 -0.377 -0.615
Dy 1.920193 2.261793 0.672958 -2.447 -2.530 -1.182
H -0.709457 1.009747 -1.965090 0.077 0.072 0.230
H -2.053881 1.318820 -0.843882 0.552 0.035 0.000
H 3.295793 -1.957740 0.412037 0.205 0.208 0.281
C -1.846582 -0.973965 0.482779 -0.051 0.211 0.095
C -3.127946 -0.547024 0.693491 0.141 -0.037 -0.024
H -1.479624 -1.909376 0.941096 -0.107 0.214 -0.225
H -3.280208 0.403624 0.138630 -0.017 -0.133 0.127


(3)
11
Properties=species:S:1:pos:R:3:forces:R:3 method="wB97M-V/def2-TZVPD" homo_energy_ev=-9.730
C 2.537295 -0.346421 -0.541395 1.210 -0.008 -0.836
C 1.515175 -0.338262 0.079698 1.459 0.891 -0.943
C 0.246077 -0.200855 0.688004 -1.372 -2.092 -1.242
C -0.749489 0.720148 -0.009994 2.033 0.881 0.762
C -1.920184 0.251059 -0.305777 -0.806 0.070 -1.150
F -2.130174 -1.067354 -0.248862 -0.743 -0.501 0.325
H 3.445877 -0.323815 -1.149744 -0.886 -0.141 0.730
H 0.324731 0.004562 1.696269 0.320 1.076 2.236
H -0.065809 -1.281337 0.750867 -0.630 1.047 -0.336
H -0.458613 1.780937 -0.225800 -0.484 -1.169 0.479
H -2.744888 0.801343 -0.733270 -0.101 -0.055 -0.025


(4)
11
Properties=species:S:1:pos:R:3:forces:R:3 method="wB97M-V/def2-TZVPD" smiles="C#C/C=C/CF" homo_energy_ev=-8.957
C -1.849263 -1.084677 2.010643 -1.491 -0.042 0.192
C -1.255693 -0.330215 1.286944 -1.469 -1.637 1.218
C -0.472071 0.342825 0.401841 1.695 1.839 -1.840
C 0.248499 -0.269637 -0.549242 0.385 2.623 0.838
C 1.360989 0.505351 -1.200358 -0.055 -2.259 -0.602
F 1.399942 1.768346 -0.754394 0.332 1.290 0.241
H -2.720458 -1.566200 2.439285 0.870 0.078 0.091
H -0.399273 1.444776 0.465925 0.186 -0.788 0.315
H 0.100760 -1.262007 -0.810717 0.015 -1.857 -0.209
H 2.317962 -0.025277 -1.012401 -0.286 0.408 0.278
H 1.268607 0.476716 -2.277525 -0.182 0.345 -0.521


(5)
23
Properties=species:S:1:pos:R:3:forces:R:3 method="wB97M-V/def2-TZVPD" homo_energy_ev=-10.012
O 5.554894 -0.762012 0.546611 -0.002 0.604 -0.527
N 5.354448 0.351298 0.308729 0.229 -0.445 0.788
O 4.136749 0.495417 -0.494048 -0.375 -0.549 -0.226
C 3.180460 1.286207 0.179010 0.390 0.713 0.038
C 1.836057 0.651914 0.079404 0.511 -0.135 0.000
C 1.691686 -0.704933 -0.097989 -0.248 -0.286 -0.070
N 0.459000 -1.184872 -0.163180 0.603 -0.899 -0.040
N -0.664588 -0.538886 -0.051720 -0.462 -0.483 -0.104
C -0.546666 0.745085 0.120419 1.844 -1.007 -0.112
F -1.586047 1.428282 0.249992 -2.200 1.186 0.200
C 0.694877 1.367712 0.177980 -0.248 1.392 0.162
H 3.439649 1.393900 1.235589 0.039 -0.012 0.069
H 3.126814 2.294981 -0.237700 0.085 -0.009 -0.073
H 2.538550 -1.362519 -0.187224 -0.079 -0.316 -0.113
H 0.353198 -2.190638 -0.305756 -0.333 0.197 0.024
H 0.729551 2.442041 0.308926 -0.089 0.052 -0.006
F -3.173168 -1.719455 -1.005679 0.000 -0.407 -0.120
P -4.340428 -0.816219 -0.236075 -0.521 -0.146 -0.136
F -3.532304 -1.274202 1.143196 0.566 -0.063 -0.034
F -3.861975 0.210939 -1.450613 0.334 0.399 0.143
F -5.106999 -2.262089 -0.055676 0.102 -0.024 0.323
F -5.858060 -0.416901 -0.730725 0.153 0.126 -0.231
F -4.425698 0.564950 0.666530 -0.298 0.114 0.044


(6)
13
Properties=species:S:1:pos:R:3:forces:R:3 method="wB97M-V/def2-TZVPD" homo_energy_ev=-8.330
F -2.452589 -0.919040 0.002212 0.005 -0.091 0.008
C -2.281361 0.396131 0.000774 -0.119 0.855 0.048
C -1.087086 0.991192 -0.001504 -0.091 -0.282 -0.075
C 0.213511 0.321023 -0.005492 -0.540 -0.353 0.070
N 0.445644 -0.977373 -0.002252 0.303 0.349 -0.035
C 1.816935 -1.092830 0.001438 -0.457 0.504 -0.065
C 2.417024 0.128360 0.000217 -0.241 0.220 0.088
N 1.368267 1.031203 0.003006 0.662 -0.665 -0.038
H -3.233254 0.952660 0.013534 0.586 -0.366 -0.038
H -1.073128 2.077961 -0.017407 -0.149 -0.173 0.042
H 2.292442 -2.036829 -0.013245 0.303 -0.720 0.033
H 3.457915 0.420060 0.021648 -0.251 0.038 -0.042
H 1.457817 2.017455 -0.002310 -0.011 0.684 0.003


(7)
13
Properties=species:S:1:pos:R:3:forces:R:3 method="wB97M-V/def2-TZVPD" homo_energy_ev=-9.407
C 0.932307 -0.432835 -0.204726 2.887 -1.457 -3.236
C 0.737861 -0.363977 1.229819 -0.793 -1.636 0.397
C -0.327690 0.149053 0.218373 -0.058 3.688 0.966
C -1.623697 -0.233320 -0.192283 -10.235 -0.981 -4.525
C -2.856024 -0.157285 -0.715470 5.267 -0.076 0.518
H 2.927609 -0.357319 -0.483386 -3.591 2.359 -0.879
H 0.798056 -1.322431 -0.902368 -0.199 0.401 1.982
H 1.327633 0.473758 1.827982 -1.506 -2.305 -1.018
H -0.113190 2.146931 -0.477946 -0.955 -2.521 2.215
H -3.909666 -0.009228 -1.564773 4.091 -0.755 3.540
O 2.054352 0.250133 -0.726670 2.907 -1.131 0.535
O -0.490065 1.562456 0.311727 1.992 2.588 -1.404
F 0.542512 -1.705937 1.679720 0.194 1.826 0.908


(8)
16
Properties=species:S:1:pos:R:3:forces:R:3 method="wB97M-V/def2-TZVPD" multiplicity=4 total_charge=+2 homo_energy_ev="-17.052 / -17.349"
C -0.492744 -0.553806 -0.483782 0.244 -1.034 -1.253
C -0.692387 0.963314 -0.575411 0.155 -0.190 1.007
O -1.992589 1.076353 -1.104992 2.353 2.593 -0.437
C -2.696731 -0.020179 -0.766328 -1.319 -2.062 0.066
O -1.870801 -0.980821 -0.342826 0.198 0.084 0.335
O -3.888751 -0.100182 -0.813978 1.369 0.407 -0.014
O 0.289432 -1.042652 0.425718 2.113 0.691 1.458
F -0.119328 -1.049188 -1.742115 -0.143 0.778 0.691
H 0.606657 1.572148 -0.656657 -1.906 -1.274 -1.044
Pr 2.589161 -0.913607 1.348124 -2.283 0.303 -1.497
H -0.706087 1.518326 0.369511 -0.192 0.060 0.382
C 3.691016 1.463453 -0.516056 0.048 0.876 0.324
C 2.533231 1.581755 0.119643 0.086 -1.361 0.392
H 4.202555 0.743426 -1.160790 -0.944 -0.397 -0.176
H 4.374038 2.317672 -0.438988 0.041 0.151 0.400
H 2.170272 2.254655 0.903113 0.180 0.373 -0.634